{
  "formula": "C39H75B2BrFN4O15P2S",
  "method": "wB97M-V/def2-TZVPD",
  "total_charge": 1,
  "e_homo_ev": -10.898,
  "energy_ev": -181858.70911,
  "orbital_gap_ev": 8.351,
  "elements": ["C", "C", "S", "C", "N", "C", "N", "C", "C", "O", "C", "O", "N", "C", "C", "C", "N", "C", "C", "C", "C", "C", "C", "C", "O", "C", "B", "O", "O", "C", "C", "C", "C", "O", "Br", "C", "C", "C", "C", "F", "B", "C", "O", "H", "H", "H", "H", "H", "H", "H", "H", "H", "H", "H", "H", "H", "H", "H", "H", "H", "H", "H", "H", "H", "H", "H", "H", "H", "H", "H", "H", "H", "H", "H", "H", "H", "H", "H", "H", "H", "H", "H", "H", "H", "H", "H", "H", "H", "O", "P", "O", "C", "C", "O", "C", "C", "O", "C", "C", "H", "H", "H", "H", "H", "H", "H", "H", "H", "H", "H", "H", "H", "H", "H", "O", "P", "O", "C", "C", "O", "C", "C", "O", "C", "C", "H", "H", "H", "H", "H", "H", "H", "H", "H", "H", "H", "H", "H", "H", "H"],
  "positions_angstrom": [[0.414, 1.804, 2.155], [0.531, 0.909, 0.931], [2.095, 1.268, 0.077], [2.377, -0.249, -0.894], [1.888, -0.243, -2.275], [0.547, -0.413, -2.443], [0.063, -1.567, -2.017], [-1.317, -2.025, -2.026], [-2.166, -1.474, -0.885], [-1.986, -2.293, 0.293], [-2.887, -3.313, 0.345], [-3.563, -3.534, 1.285], [-0.252, 0.507, -3.061], [-0.758, 0.103, -4.386], [-2.293, 0.234, -4.589], [-3.106, 0.847, -3.440], [-4.341, 0.109, -3.139], [-5.284, 0.955, -2.363], [-4.851, 1.259, -0.954], [-5.081, 0.343, 0.071], [-4.679, 0.553, 1.378], [-4.018, 1.728, 1.711], [-3.809, 2.671, 0.717], [-4.213, 2.454, -0.595], [-3.962, 3.479, -1.475], [0.349, 1.861, -2.955], [-0.640, 2.980, -3.530], [-0.897, 3.094, -4.867], [-1.290, 3.802, -2.648], [-0.925, 5.195, -2.689], [1.821, 1.981, -3.354], [2.170, 2.813, -4.596], [2.357, 4.274, -4.284], [2.937, 4.687, -3.347], [1.559, 5.540, -5.539], [2.564, 0.603, -3.290], [4.017, 0.944, -2.934], [5.003, -0.231, -2.821], [6.044, -0.360, -3.924], [4.393, -1.480, -2.646], [2.557, -0.173, -4.696], [3.441, 0.173, -5.950], [1.772, -1.311, -4.853], [-0.594, 1.699, 2.547], [1.130, 1.520, 2.919], [0.575, 2.843, 1.876], [0.546, -0.137, 1.237], [-0.327, 1.052, 0.274], [1.845, -1.021, -0.346], [3.424, -0.494, -0.784], [0.736, -2.210, -1.636], [-1.805, -1.915, -2.989], [-1.278, -3.095, -1.847], [-3.200, -1.551, -1.209], [-1.913, -0.454, -0.619], [-2.925, -3.932, -0.564], [-0.499, -0.943, -4.502], [-0.265, 0.590, -5.223], [-2.704, -0.743, -4.839], [-2.469, 0.858, -5.462], [-3.424, 1.847, -3.777], [-2.573, 0.965, -2.497], [-4.799, -0.002, -4.040], [-6.263, 0.485, -2.330], [-5.433, 1.901, -2.900], [-5.602, -0.577, -0.169], [-4.861, -0.188, 2.139], [-3.697, 1.942, 2.718], [-3.309, 3.594, 0.973], [-3.532, 3.137, -2.262], [0.312, 2.072, -1.888], [-1.792, 3.398, -5.049], [-1.375, 5.690, -3.544], [0.154, 5.338, -2.678], [-1.296, 5.639, -1.772], [2.284, 2.542, -2.542], [1.494, 2.680, -5.435], [3.148, 2.557, -5.004], [4.443, 1.649, -3.639], [4.030, 1.490, -1.990], [5.602, -0.056, -1.927], [5.677, -0.900, -4.789], [6.872, -0.928, -3.505], [6.432, 0.628, -4.154], [2.819, 0.507, -6.782], [4.207, 0.923, -5.778], [3.918, -0.754, -6.265], [2.210, -2.080, -4.469], [-7.060, 0.237, 6.927], [-8.349, -0.205, 6.356], [-8.281, -0.021, 4.745], [-7.295, -0.731, 4.005], [-7.531, -2.231, 4.002], [-9.395, 0.973, 6.727], [-9.012, 2.079, 7.545], [-8.441, 3.217, 6.721], [-9.521, -1.328, 6.423], [-9.355, -2.514, 7.227], [-8.909, -2.208, 8.642], [-6.299, -0.498, 4.395], [-7.345, -0.353, 2.983], [-7.303, -2.662, 4.982], [-6.890, -2.724, 3.270], [-8.572, -2.457, 3.774], [-8.312, 1.761, 8.317], [-9.915, 2.414, 8.057], [-7.719, 2.858, 5.989], [-7.954, 3.951, 7.365], [-9.235, 3.719, 6.166], [-8.648, -3.192, 6.740], [-10.321, -3.015, 7.240], [-7.930, -1.719, 8.655], [-8.828, -3.127, 9.222], [-9.617, -1.541, 9.135], [8.233, -1.492, 0.420], [9.063, -2.493, 1.126], [10.619, -2.179, 0.827], [11.172, -0.925, 1.227], [11.245, -0.774, 2.735], [8.882, -3.856, 0.263], [7.991, -3.909, -0.846], [8.681, -3.501, -2.133], [9.236, -3.338, 2.502], [8.437, -3.032, 3.662], [6.957, -2.940, 3.351], [10.596, -0.107, 0.785], [12.175, -0.885, 0.804], [10.246, -0.626, 3.160], [11.850, 0.089, 3.011], [11.671, -1.666, 3.193], [7.109, -3.295, -0.657], [7.645, -4.940, -0.926], [9.279, -2.598, -2.009], [7.945, -3.327, -2.922], [9.362, -4.284, -2.466], [8.792, -2.104, 4.118], [8.618, -3.831, 4.380], [6.749, -2.130, 2.644], [6.390, -2.741, 4.261], [6.597, -3.868, 2.906]]
}

{
  "formula": "C39H78BrCl5FMgN4NaO12P2",
  "method": "wB97M-V/def2-TZVPD",
  "total_charge": 0,
  "e_homo_ev": -6.858,
  "energy_ev": -236034.66591,
  "orbital_gap_ev": 1.962,
  "elements": ["C", "C", "C", "C", "C", "C", "C", "C", "C", "C", "C", "C", "C", "C", "C", "C", "C", "C", "C", "P", "O", "O", "C", "C", "O", "C", "C", "O", "C", "O", "C", "P", "N", "O", "C", "F", "H", "H", "H", "H", "H", "H", "H", "H", "H", "H", "H", "H", "H", "H", "H", "H", "H", "H", "H", "H", "H", "H", "H", "H", "H", "H", "H", "H", "H", "H", "H", "H", "H", "H", "H", "H", "H", "H", "H", "H", "H", "H", "H", "H", "H", "H", "H", "H", "H", "H", "H", "H", "C", "O", "O", "O", "H", "Na", "Mg", "C", "O", "N", "C", "C", "H", "H", "H", "H", "H", "H", "H", "Cl", "C", "Cl", "Cl", "Cl", "Cl", "C", "C", "N", "H", "H", "H", "C", "O", "C", "C", "N", "C", "C", "O", "C", "H", "H", "H", "H", "H", "H", "H", "H", "H", "H", "H", "H", "H", "H", "H", "Br"],
  "positions_angstrom": [[9.419, -2.641, 1.223], [9.422, -1.448, 0.128], [8.704, -0.104, 0.640], [8.020, 0.662, -0.590], [8.951, 1.746, -1.320], [8.494, 1.830, -2.856], [7.340, 2.899, -3.161], [5.906, 2.544, -2.536], [5.340, 3.766, -1.624], [6.299, 4.111, -0.366], [5.513, 4.677, 0.913], [4.659, 3.542, 1.681], [5.551, 2.509, 2.509], [4.723, 1.204, 3.005], [4.436, 0.354, 1.644], [3.804, -1.088, 1.933], [3.121, -1.754, 0.592], [1.552, -1.304, 0.501], [1.312, -0.070, -0.490], [-0.489, 0.541, -0.409], [-1.328, -0.723, -0.077], [-0.859, 1.127, -1.944], [-2.284, 0.997, -2.253], [-2.783, 2.425, -2.857], [-0.758, 1.638, 0.857], [-0.377, 2.997, 0.504], [-1.223, 4.135, 1.262], [3.906, -1.076, -0.456], [4.849, -2.081, -0.897], [6.076, -2.016, -1.027], [3.843, -3.348, -1.116], [4.796, -4.860, -1.763], [5.847, -4.261, -3.079], [5.843, -5.474, -0.544], [3.311, -3.365, 0.422], [2.202, -4.200, 0.702], [8.851, -3.559, 0.825], [9.008, -2.322, 2.238], [10.507, -2.978, 1.336], [10.498, -1.220, -0.174], [8.805, -1.835, -0.758], [7.839, -0.438, 1.332], [9.370, 0.562, 1.283], [7.039, 1.115, -0.193], [7.709, -0.097, -1.390], [8.910, 2.776, -0.833], [10.036, 1.353, -1.305], [8.193, 0.824, -3.295], [9.421, 2.176, -3.454], [7.202, 2.905, -4.307], [7.736, 3.939, -2.892], [5.154, 2.464, -3.407], [5.854, 1.547, -1.989], [5.371, 4.693, -2.326], [4.274, 3.578, -1.294], [6.970, 3.235, -0.082], [7.003, 4.974, -0.711], [4.748, 5.454, 0.538], [6.277, 5.132, 1.637], [3.975, 4.116, 2.406], [3.979, 3.075, 0.896], [6.442, 2.118, 1.903], [5.951, 3.059, 3.426], [3.688, 1.512, 3.389], [5.347, 0.628, 3.762], [3.664, 0.981, 1.068], [5.439, 0.308, 1.095], [2.996, -0.927, 2.745], [4.580, -1.842, 2.335], [0.892, -2.161, 0.102], [1.135, -1.099, 1.567], [2.036, 0.799, -0.362], [1.494, -0.475, -1.554], [-2.436, 0.159, -3.011], [-2.905, 0.858, -1.298], [-2.913, 3.104, -1.937], [-2.039, 2.886, -3.582], [-3.800, 2.201, -3.336], [-0.425, 3.238, -0.607], [0.719, 3.152, 0.832], [-2.349, 3.890, 1.374], [-1.158, 5.110, 0.639], [-0.804, 4.378, 2.292], [3.059, -2.858, -1.801], [5.505, -3.333, -3.400], [6.792, -4.043, -2.695], [5.359, -6.267, -0.206], [4.283, -3.545, 0.989], [-3.879, 5.552, -3.526], [-2.952, 5.257, -4.326], [-4.928, 6.121, -4.174], [-3.972, 5.403, -2.291], [-4.485, 6.055, -5.044], [6.147, 6.121, -2.594], [1.358, -0.525, 3.196], [-5.226, -0.408, -0.844], [-5.678, 0.360, -1.674], [-5.901, -0.889, 0.235], [-5.289, -1.799, 1.179], [-7.277, -0.476, 0.447], [-4.192, -0.785, -0.908], [-5.863, -2.730, 1.201], [-5.297, -1.342, 2.172], [-4.258, -2.021, 0.896], [-7.876, -0.770, -0.419], [-7.311, 0.609, 0.545], [-7.683, -0.939, 1.347], [-2.360, 3.243, 3.021], [-0.912, 0.999, -6.139], [-0.741, 2.761, -6.258], [-0.472, 0.253, -7.691], [0.160, 0.390, -4.860], [-2.595, 0.592, -5.745], [-6.300, 4.207, 2.562], [-7.098, 3.015, 2.271], [-7.722, 2.077, 2.043], [-5.262, 4.083, 2.243], [-6.692, 5.088, 2.050], [-6.286, 4.432, 3.631], [-12.631, -5.575, 3.906], [-11.250, -5.361, 4.154], [-10.431, -6.447, 3.716], [-9.529, -5.998, 2.567], [-10.308, -5.760, 1.351], [-9.545, -5.107, 0.286], [-9.070, -3.669, 0.544], [-10.128, -2.723, 0.636], [-10.680, -2.578, 1.937], [-13.187, -4.752, 4.359], [-12.838, -5.579, 2.833], [-12.969, -6.513, 4.356], [-11.023, -7.325, 3.438], [-9.800, -6.728, 4.565], [-8.783, -6.774, 2.371], [-9.009, -5.089, 2.887], [-11.105, -5.175, 1.580], [-10.193, -5.092, -0.596], [-8.682, -5.731, 0.030], [-8.477, -3.366, -0.325], [-8.397, -3.594, 1.406], [-9.939, -2.740, 2.724], [-11.528, -3.252, 2.066], [-11.059, -1.557, 2.026], [2.869, 5.367, -2.325]]
}